Record 1
19
Properties=species:S:1:pos:R:3:lowdin_charge:R:1 method="wB97M-V/def2-TZVPD" homo_ev=-8.1 orbital_gap_ev=9.1 charge=0 total_energy_ha=-344.27009 relative_energy_ev=3.127 lumo_ha=0.036
C 2.075 -0.473 0.847 -0.11
C 1.670 -0.755 -0.569 -0.20
C 1.226 0.139 -1.452 -0.26
N 1.118 1.509 -1.257 0.05
H 1.648 0.456 1.221 0.06
H 1.750 -1.282 1.497 0.07
H 3.160 -0.399 0.926 0.07
H 1.789 -1.778 -0.895 0.09
H 0.974 -0.176 -2.456 0.11
H 0.383 1.953 -1.786 0.08
H 1.127 1.797 -0.290 0.07
C -2.603 -0.410 -0.078 -0.12
N -1.487 0.295 0.528 -0.16
O -1.510 0.127 1.953 -0.10
H -2.654 -1.469 0.203 0.08
H -2.493 -0.327 -1.158 0.08
H -3.530 0.081 0.226 0.07
H -0.614 -0.158 0.251 0.06
H -2.030 0.869 2.288 0.08



Record 2
19
Properties=species:S:1:pos:R:3:lowdin_charge:R:1 method="wB97M-V/def2-TZVPD" homo_ev="-7.9 / -7.5" orbital_gap_ev="8.4 / 8.0" charge=0 total_energy_ha=-344.12418 relative_energy_ev=7.098 lumo_ha="0.019 / 0.018"
C 1.187 0.247 -0.313 -0.29
C -0.604 0.455 0.557 -0.20
C 0.807 -0.371 -1.633 -0.12
C 1.726 1.651 -0.339 -0.12
N -0.126 -0.368 1.492 0.09
N -2.491 -1.643 1.047 -0.07
O -2.015 -0.614 1.896 -0.29
H -0.055 -1.336 1.171 0.08
H 1.836 -0.410 0.261 0.11
H -2.765 -2.422 1.644 0.07
H -3.337 -1.309 0.585 0.07
H -1.315 0.167 -0.215 0.09
H -0.623 1.507 0.832 0.10
H 0.190 0.305 -2.228 0.08
H 1.856 2.035 0.673 0.08
H 2.708 1.666 -0.826 0.08
H 0.240 -1.294 -1.492 0.08
H 1.708 -0.591 -2.217 0.08
H 1.073 2.325 -0.895 0.08



Record 3
19
Properties=species:S:1:pos:R:3:lowdin_charge:R:1 method="wB97M-V/def2-TZVPD" homo_ev=-7.3 orbital_gap_ev=8.2 charge=0 total_energy_ha=-344.20373 relative_energy_ev=4.933 lumo_ha=0.031
C -0.673 0.054 0.252 -0.68
C 0.713 -0.568 -0.008 -0.20
C 1.852 0.404 -1.403 -0.01
C -1.514 -1.083 0.873 -0.04
N -1.199 0.528 -1.024 0.07
N -0.749 1.201 1.173 0.07
O 1.423 -0.689 1.182 -0.06
H 1.926 -1.509 1.139 0.10
H 1.250 0.704 -0.395 0.07
H -1.284 -0.248 -1.670 0.08
H -0.221 0.991 2.015 0.07
H -0.330 2.015 0.733 0.07
H -2.120 0.926 -0.877 0.08
H 2.116 1.460 -1.568 0.07
H 2.752 -0.192 -1.296 0.06
H 1.218 0.063 -2.209 0.05
H -1.132 -1.353 1.857 0.08
H -2.542 -0.741 0.993 0.08
H -1.487 -1.963 0.233 0.08



Record 4
19
Properties=species:S:1:pos:R:3:lowdin_charge:R:1 method="wB97M-V/def2-TZVPD" homo_ev=-7.4 orbital_gap_ev=8.1 charge=0 total_energy_ha=-344.31119 relative_energy_ev=2.009 lumo_ha=0.025
C -0.446 0.527 1.729 -0.12
C -0.931 -0.631 0.836 -0.20
C 0.310 -0.873 -0.061 -0.37
N 1.396 -1.555 0.555 0.05
C 0.509 -0.293 -1.263 -0.17
N 1.741 -0.224 -1.910 0.03
H -1.046 0.787 2.602 0.06
H -0.437 1.490 1.191 0.06
H 0.587 0.367 2.043 0.06
H -1.883 -0.371 0.409 0.07
H -1.035 -1.604 1.334 0.10
H 2.142 -0.946 0.846 0.07
H 1.630 -2.496 0.307 0.07
H -0.316 0.128 -1.820 0.09
H 2.585 -0.147 -1.360 0.07
H 1.738 0.440 -2.671 0.07
O -2.031 1.480 -0.971 -0.04
H -1.570 2.242 -0.629 0.04
H -2.944 1.681 -1.166 0.05



Record 5
19
Properties=species:S:1:pos:R:3:lowdin_charge:R:1 method="wB97M-V/def2-TZVPD" homo_ev=-9.6 orbital_gap_ev=10.2 charge=0 total_energy_ha=-344.25320 relative_energy_ev=3.587 lumo_ha=0.023
C 1.736 -0.992 3.181 -0.08
N 2.203 -0.867 1.765 -0.08
C 1.620 -1.390 0.700 -0.63
C 2.157 -0.691 -0.579 -0.03
O 0.654 -2.107 0.859 0.03
H 0.596 -0.981 3.066 0.10
H 2.315 -1.826 3.662 0.09
H 1.978 0.039 3.659 0.10
H 2.764 0.160 1.477 0.21
H 2.561 -1.470 -1.247 0.07
H 3.205 -0.135 -0.422 0.11
H 1.270 -0.092 -0.930 0.10
C -3.269 1.989 -1.820 -0.22
N -3.123 0.914 -2.939 -0.14
H -3.114 2.985 -2.370 0.06
H -4.329 1.894 -1.221 0.10
H -2.255 1.689 -1.256 0.09
H -2.913 0.081 -2.251 0.08
H -4.056 0.800 -3.335 0.03



Record 6
19
Properties=species:S:1:pos:R:3:lowdin_charge:R:1 method="wB97M-V/def2-TZVPD" homo_ev=-9.1 orbital_gap_ev=5.9 charge=0 total_energy_ha=-344.06892 relative_energy_ev=8.602 lumo_ha=-0.117
C -2.156 -1.040 0.337 -0.06
N -0.984 -0.909 -0.582 -0.05
C 0.067 0.060 -0.358 -0.42
C 0.399 0.804 -1.657 -0.07
O 0.584 2.566 0.754 -0.18
C 1.251 -0.477 0.449 -0.25
N 1.374 -0.047 1.865 -0.03
H -1.648 -0.849 1.263 0.08
H -2.552 -2.023 0.295 0.07
H -2.906 -0.331 0.109 0.07
H -1.503 -0.758 -1.444 0.10
H -0.254 0.971 0.327 0.13
H -0.477 1.004 -2.357 0.10
H 1.291 0.253 -2.115 0.10
H 0.846 1.750 -1.292 0.05
H 2.107 -0.217 -0.227 0.11
H 1.075 -1.577 0.484 0.12
H 1.195 1.040 1.820 0.05
H 2.289 -0.222 2.329 0.07



Record 7
19
Properties=species:S:1:pos:R:3:lowdin_charge:R:1 method="wB97M-V/def2-TZVPD" homo_ev=-7.6 orbital_gap_ev=8.4 charge=0 total_energy_ha=-344.31633 relative_energy_ev=1.869 lumo_ha=0.028
C -2.907 -0.123 -0.733 -0.12
C -1.733 -0.958 -1.335 -0.22
C -0.411 -0.474 -0.792 -0.37
N 0.260 0.241 -1.809 0.07
C -0.023 -0.697 0.476 -0.16
N 1.230 -0.335 1.002 0.02
H -2.692 -0.002 0.370 0.07
H -3.802 -0.773 -0.834 0.07
H -2.883 0.949 -1.115 0.09
H -1.755 -0.838 -2.422 0.10
H -1.994 -1.955 -0.990 0.10
H -0.306 1.044 -2.059 0.09
H 1.200 0.578 -1.669 0.07
H -0.740 -1.066 1.198 0.11
H 1.611 -1.001 1.650 0.08
H 1.957 -0.168 0.321 0.07
O 3.007 1.737 2.604 -0.08
H 2.362 1.038 2.428 -0.01
H 2.872 2.512 2.058 0.03



Record 8
19
Properties=species:S:1:pos:R:3:lowdin_charge:R:1 method="wB97M-V/def2-TZVPD" homo_ev=-8.8 orbital_gap_ev=9.6 charge=0 total_energy_ha=-344.22393 relative_energy_ev=4.383 lumo_ha=0.029
C 1.136 0.898 -0.211 -0.30
N 2.576 0.650 0.041 0.00
C 0.004 -0.034 0.436 -0.39
C 0.680 -1.134 1.282 -0.07
N -0.925 -0.564 -0.521 -0.04
C -1.803 0.369 -1.171 -0.28
O -3.044 0.523 -0.466 -0.06
H 2.004 1.011 0.873 0.08
H 0.807 1.935 -0.140 0.12
H 1.071 0.547 -1.245 0.11
H 2.653 -0.295 -0.306 0.06
H -0.587 0.504 1.186 0.13
H 1.531 -0.828 1.883 0.07
H 1.053 -1.922 0.619 0.08
H -0.118 -1.566 1.883 0.08
H -0.687 -1.390 -1.050 0.12
H -1.289 1.304 -1.396 0.11
H -2.159 -0.126 -2.077 0.12
H -2.905 0.116 0.380 0.06



Record 9
19
Properties=species:S:1:pos:R:3:lowdin_charge:R:1 method="wB97M-V/def2-TZVPD" homo_ev=-8.8 orbital_gap_ev=9.8 charge=0 total_energy_ha=-344.32163 relative_energy_ev=1.725 lumo_ha=0.038
N -2.244 -0.680 -0.628 0.00
C -1.685 0.614 -0.963 -0.29
C -0.876 1.140 0.202 -0.25
N 0.136 0.215 0.694 -0.09
C 1.107 -0.241 -0.284 -0.24
C 2.363 -0.614 0.444 -0.25
O 2.051 -1.633 1.414 -0.09
H -2.399 -0.749 0.362 0.06
H -2.833 -1.184 -1.259 0.06
H -2.398 1.382 -1.290 0.10
H -0.986 0.493 -1.798 0.10
H -0.384 2.084 -0.083 0.11
H -1.506 1.440 1.048 0.12
H 0.597 0.609 1.502 0.11
H 0.704 -1.109 -0.799 0.12
H 1.359 0.571 -0.987 0.12
H 2.703 0.251 1.028 0.11
H 3.202 -0.983 -0.134 0.11
H 1.089 -1.604 1.531 0.07



Record 10
19
Properties=species:S:1:pos:R:3:lowdin_charge:R:1 method="wB97M-V/def2-TZVPD" homo_ev=-8.4 orbital_gap_ev=9.3 charge=0 total_energy_ha=-344.30455 relative_energy_ev=2.190 lumo_ha=0.032
C -0.925 -1.550 -0.841 -0.06
C -0.779 -0.041 -0.496 -0.40
C -1.025 0.193 1.015 -0.29
N -2.364 -0.175 1.478 -0.01
N 0.533 0.405 -0.921 -0.03
C 1.600 0.553 0.037 -0.30
O 2.899 0.597 -0.525 -0.05
H -1.133 -1.736 -1.897 0.06
H -1.712 -2.093 -0.290 0.07
H 0.085 -2.012 -0.644 0.09
H -1.683 0.473 -0.863 0.13
H -0.826 1.266 1.174 0.11
H -0.314 -0.403 1.577 0.10
H -2.397 0.109 2.455 0.07
H -2.990 0.506 1.025 0.07
H 0.703 -0.055 -1.800 0.11
H 1.490 1.485 0.573 0.12
H 1.625 -0.351 0.660 0.12
H 3.480 1.317 -0.268 0.08



Record 11
19
Properties=species:S:1:pos:R:3:lowdin_charge:R:1 method="wB97M-V/def2-TZVPD" homo_ev=-8.1 orbital_gap_ev=9.1 charge=0 total_energy_ha=-344.20559 relative_energy_ev=4.883 lumo_ha=0.035
O 0.139 -2.745 -0.362 -0.07
N 0.692 -1.625 0.276 -0.13
C 1.380 -0.564 -0.764 -0.08
C 2.126 -1.448 0.151 -0.19
H 0.797 -3.230 -0.892 0.09
H 1.230 -0.880 -1.790 0.09
H 1.476 0.504 -0.654 0.08
H 2.694 -2.264 -0.289 0.10
H 2.577 -0.999 1.027 0.11
C -1.914 1.023 -0.685 -0.15
N -0.778 0.897 0.203 -0.22
C -0.778 1.858 1.285 -0.15
H -2.881 0.921 -0.164 0.07
H -1.896 2.007 -1.166 0.07
H -1.851 0.251 -1.455 0.07
H -0.704 -0.057 0.569 0.07
H 0.101 1.691 1.911 0.07
H -0.735 2.873 0.875 0.07
H -1.675 1.787 1.923 0.07



Record 12
19
Properties=species:S:1:pos:R:3:lowdin_charge:R:1 method="wB97M-V/def2-TZVPD" homo_ev="-8.2 / -8.2" orbital_gap_ev="8.9 / 8.9" charge=0 total_energy_ha=-344.15149 relative_energy_ev=6.355 lumo_ha="0.024 / 0.024"
C 1.027 1.687 -0.455 -0.10
C 0.287 -0.188 1.509 -0.05
C -0.414 -1.747 -0.422 -0.09
C 0.917 0.240 -0.808 -0.31
N -1.833 0.658 0.102 -0.04
N -0.018 -0.432 0.016 -0.34
O -2.315 0.383 -0.965 -0.11
H 1.327 2.229 -1.362 0.09
H -0.010 1.960 -0.330 0.05
H 1.534 2.021 0.436 0.07
H 1.382 -0.119 1.650 0.09
H -0.184 0.754 1.718 0.05
H -0.190 -1.051 2.021 0.08
H 0.356 -2.492 -0.440 0.09
H -1.233 -1.891 0.221 0.04
H -0.860 -1.731 -1.407 0.08
H 1.927 -0.167 -0.788 0.11
H 0.693 0.183 -1.900 0.13
H -2.393 -0.297 1.206 0.14



Look up the charge of the fifth one.
0